86
Properties=species:S:1:pos:R:3:forces:R:3 method="wB97M-V/def2-TZVPD" homo_lumo_gap_ev="5.403 / 4.307" e_homo_ev="-13.11 / -13.10" total_charge=+2 multiplicity=3 max_force_ha_per_bohr=0.1510 e_tot_ev=-65386.1654 mol_weight_g_mol=788.56 de_lowest_kcal_mol=66.36
W 1.2187 -1.2190 0.1297 -6.3 2.3 3.8
P 0.3861 1.5838 0.1278 2.8 0.0 1.1
P -0.9796 -0.2082 -1.8397 -1.3 -1.7 -2.3
N -1.7805 -1.7262 -2.6476 1.1 1.1 1.2
N -2.3319 0.7809 -2.1716 -0.2 0.1 0.6
N 1.2160 3.0454 0.6317 -0.3 0.2 -0.1
N 1.5979 -0.9261 2.0936 -0.1 -1.0 1.5
C 3.5898 -3.0541 -0.1148 -0.2 -1.7 0.0
C 0.8876 -2.1546 2.2987 1.4 1.3 0.6
C -1.4184 2.2375 4.5558 1.3 -0.4 0.2
C -2.4960 2.0955 0.9831 -0.4 0.4 0.1
C 2.9232 -0.5444 -0.5868 0.8 2.1 -1.0
C 1.0890 -2.2318 -1.7066 -1.1 -1.8 -1.3
C 3.3272 -1.6276 0.3248 2.8 -0.8 0.3
C 0.4568 3.9977 1.3421 1.0 0.2 0.6
C 3.1554 -0.7896 -2.0460 1.0 -0.3 -1.0
C -2.4415 -3.2470 -4.1946 0.7 1.8 1.1
C -1.9202 -2.9684 -2.0114 0.1 -0.2 -0.3
C 2.5327 3.1364 1.1036 0.1 -0.3 0.0
C -4.1616 3.2766 2.2500 0.2 0.0 0.7
C 2.9702 -1.2025 2.3246 -2.0 -0.3 0.4
C -2.1071 -1.8991 -3.9963 -0.1 -1.4 0.2
C 1.2768 4.6586 2.2380 -0.4 -1.1 -1.2
C -4.5291 1.2382 -2.4431 1.3 -0.6 0.5
C 2.2773 -1.9911 -2.5750 1.7 0.9 -0.5
C 1.7949 -3.1182 2.8171 0.9 1.1 0.5
C -2.3155 -3.9094 -2.9300 0.2 0.9 0.0
C -3.4349 3.0875 3.4090 -0.6 0.0 -0.6
C 0.7418 1.9076 -1.8281 -1.7 0.1 -0.5
C -1.7084 1.9333 2.1428 0.5 0.4 -0.8
C -0.3344 1.5415 2.0092 -2.4 -0.5 1.1
C -0.1417 1.6832 4.4634 -1.5 0.5 -0.4
C 0.3610 1.3063 3.1906 1.1 -0.3 -1.0
C 0.2810 0.7599 -2.7458 0.3 -0.3 -0.7
C -1.1270 -1.1876 0.6988 0.2 0.6 1.2
C -2.2234 2.3785 3.4062 0.8 -0.2 -0.7
C -3.7673 2.1300 -3.2780 1.0 -0.4 0.6
C 2.5951 4.1111 2.0599 0.1 0.1 0.4
C 2.3088 -3.9246 -0.1981 0.2 -0.8 0.1
C -2.4311 1.8614 -3.0659 -1.0 0.1 -0.2
C -3.6340 0.4357 -1.7569 -0.5 0.9 -0.9
C 3.0226 -2.4861 2.9750 -0.2 -1.1 0.1
C -3.7040 2.7567 1.0360 0.4 -0.4 -0.8
C 1.0884 -3.1009 -0.5199 0.5 -1.4 -1.3
H 1.1006 0.0815 -3.0213 -0.4 0.3 0.4
H -1.7861 2.5994 5.5094 0.0 -0.1 0.0
H -0.1352 -2.0877 2.6685 0.3 -0.4 -0.7
H 0.9460 5.3893 2.9570 0.1 0.2 -0.2
H 0.2410 2.8583 -2.0696 0.1 -0.3 0.1
H 1.8279 2.0671 -1.9304 -0.3 -0.1 0.8
H 2.1488 -4.4669 0.7500 0.1 0.3 -0.3
H -2.0896 -1.0608 -4.6679 0.0 0.0 -0.2
H 2.9930 0.1565 -2.6009 0.0 -0.6 0.2
H 3.0894 0.4694 -0.1912 0.7 -0.4 -0.3
H 4.2368 -1.0172 -2.1523 -0.5 0.1 -0.3
H -1.7044 -2.1039 0.4840 0.4 0.5 0.1
H 3.6326 -0.3515 2.4820 -0.1 -0.3 -0.2
H -5.5977 1.1871 -2.3642 -0.2 0.0 0.0
H 0.1305 -3.5229 -0.2311 0.0 -0.2 -0.4
H 3.3018 2.4878 0.6744 -0.3 0.4 0.3
H -0.1324 1.0910 -3.7104 0.2 0.2 0.4
H -5.0849 3.8320 2.2664 -0.1 0.1 0.1
H -4.2795 2.8855 0.1143 0.1 0.0 0.4
H 2.3938 -4.7288 -0.9579 0.2 0.5 0.2
H 3.4752 4.4322 2.6258 -0.3 -0.2 -0.5
H 0.2160 -2.4322 -2.3165 0.0 0.2 0.2
H 1.3271 0.7971 3.2056 -0.3 0.7 -0.2
H -2.4936 -4.9520 -2.7187 -0.1 0.1 0.0
H 1.4639 -4.0959 3.1398 0.3 0.0 0.2
H -2.7238 -3.6890 -5.1213 -0.2 -0.1 -0.4
H -2.1187 1.7025 0.0257 -0.3 0.3 0.4
H 2.8898 -2.9012 -2.6766 -0.2 0.3 0.0
H 1.9794 -1.7369 -3.5955 -0.2 -0.2 0.1
H -1.1116 -1.0838 1.8034 -0.3 0.1 -0.8
H -1.7067 -0.2930 0.3957 0.0 -0.8 0.2
H 3.8593 -2.8665 3.5535 0.0 0.0 -0.5
H -1.6955 -3.0930 -0.9607 -0.2 0.0 -0.5
H 4.2599 -3.5709 0.5829 0.0 0.4 0.1
H -4.1505 2.8745 -3.9571 0.0 0.0 0.1
H -1.5472 2.3162 -3.4830 -0.3 0.0 0.0
H -3.7627 3.5094 4.3420 -0.2 0.1 0.2
H 4.2624 -1.2737 0.7568 -0.1 0.1 0.1
H 0.4877 1.5568 5.3466 -0.2 0.0 -0.4
H 4.1354 -3.1103 -1.0669 -0.1 0.4 0.2
H -0.6055 4.0678 1.1875 0.0 0.1 -0.1
H -3.7830 -0.3500 -1.0333 -0.1 0.0 -0.1

96
Properties=species:S:1:pos:R:3:forces:R:3 method="wB97M-V/def2-TZVPD" homo_lumo_gap_ev=5.071 e_homo_ev=-1.44 total_charge=-2 max_force_ha_per_bohr=0.0132 e_tot_ev=-248390.9754 mol_weight_g_mol=1556.30 de_lowest_kcal_mol=0.25
Pb -0.4287 -0.4019 1.7735 0.0 -0.2 -0.6
Te -0.2845 1.5772 4.7824 0.0 -0.1 -0.1
Te 3.9387 0.6856 4.2729 0.0 0.0 -0.1
Te 1.7351 1.4304 2.9172 0.1 0.1 0.4
Te -0.9951 -1.0651 4.6528 0.0 0.1 0.1
Br -3.8510 -1.2187 -0.2295 0.0 0.0 0.1
As 0.6094 -2.9860 0.7517 0.0 0.1 0.2
P 0.4661 -1.0805 -2.6484 0.0 0.0 -0.1
P 2.7393 0.1834 -1.1320 0.0 -0.1 -0.2
Si -0.8595 -4.6052 1.5330 -0.1 -0.1 0.0
Si 2.4308 -3.6412 2.0592 0.1 0.0 0.1
O -0.7841 2.9985 0.4474 0.0 0.1 0.2
O -0.3526 -0.2228 -1.7660 0.0 -0.1 0.0
O -1.7635 4.6480 -0.7477 0.0 0.3 0.1
O 2.1898 -0.0306 0.2246 -0.1 0.2 0.1
N -2.9196 1.3764 -0.2027 0.0 -0.1 0.1
C 0.3644 -0.5045 -4.3749 0.0 0.1 0.0
C 5.3763 -0.2559 -2.1270 0.0 0.1 -0.1
C 0.0450 0.4806 -6.9583 0.0 0.0 0.0
C -0.8453 -4.9886 3.3823 0.0 0.0 0.0
C 0.1760 -5.1250 -3.2552 0.0 0.0 0.0
C -1.1574 -5.3513 -2.9421 0.0 0.0 0.0
C 1.0261 -0.4668 -6.6923 0.0 0.0 0.0
C 4.5528 0.1476 -1.0802 0.0 -0.1 0.0
C 1.3578 3.9373 -1.7175 -0.1 0.0 -0.1
C -5.3478 2.5872 -0.7514 0.0 0.0 0.0
C 7.3161 0.1149 -0.7571 0.0 0.0 0.0
C 2.0169 3.1074 -3.8829 0.0 0.0 0.0
C -2.9951 2.7052 -0.3287 -0.1 0.0 0.1
C -0.1074 -2.7903 -2.7533 0.0 0.0 -0.1
C 2.2861 1.7294 -1.9281 -0.1 0.0 0.1
C -4.2008 3.3434 -0.6065 0.0 0.0 -0.1
C -0.7766 0.9322 -5.9355 0.0 0.0 0.0
C 1.1822 -0.9583 -5.4054 0.0 -0.1 0.0
C -4.0133 0.6855 -0.3715 -0.1 0.1 -0.1
C 3.9632 -2.8101 1.3530 -0.1 -0.1 0.0
C -2.6410 -4.1198 1.1316 0.0 0.0 0.0
C -1.7146 3.5415 -0.1696 0.4 -0.4 -0.3
C 6.4999 0.5163 0.2908 0.0 0.0 0.0
C -1.9651 -4.2989 -2.5341 0.0 0.0 0.0
C 2.4154 1.9144 -3.3032 0.2 0.0 -0.1
C 2.7636 -5.5073 1.9326 0.0 0.0 0.0
C 2.3338 -3.2328 3.8831 0.0 0.0 0.0
C 1.7607 2.7435 -1.1345 -0.1 -0.1 0.1
C -0.6174 0.4428 -4.6466 0.1 0.1 0.0
C -1.4422 -3.0185 -2.4379 0.0 0.0 0.0
C 5.1229 0.5313 0.1328 0.0 -0.1 0.0
C -0.5969 -6.2666 0.6486 0.0 0.0 0.0
C 2.2491 -1.1489 -2.2773 0.1 -0.1 0.1
C -5.2667 1.2072 -0.6456 -0.1 0.0 0.0
C 6.7543 -0.2724 -1.9668 0.0 0.0 0.0
C 0.6993 -3.8448 -3.1643 0.0 0.0 0.0
C 1.4844 4.1152 -3.0883 0.0 0.0 0.1
H 1.9453 -1.7048 -5.2120 0.0 0.0 0.0
H -2.9854 -3.3120 1.7820 0.0 0.0 0.0
H -2.0469 -2.1945 -2.0781 0.0 0.0 0.0
H 2.8424 -1.1272 -3.1923 0.0 0.0 0.0
H 0.1192 -5.3737 3.7174 0.0 0.0 0.0
H -1.0230 -6.2184 -0.3574 0.0 0.0 0.0
H 3.8200 -1.7319 1.3695 0.0 0.1 0.0
H 6.9180 0.7986 1.2488 0.0 0.0 0.0
H 3.2256 -3.6031 4.4005 0.0 0.0 0.0
H 2.4603 -2.0717 -1.7261 0.0 0.0 0.0
H 8.3918 0.0915 -0.6292 0.0 0.0 0.0
H -1.5356 1.6778 -6.1371 0.0 0.0 0.0
H 4.4957 0.7999 0.9767 0.0 0.0 0.0
H 1.6042 2.5872 -0.0730 0.0 0.0 -0.1
H 4.1443 -3.1270 0.3201 0.0 0.0 0.0
H -4.1883 4.4177 -0.7198 0.0 0.0 0.0
H -1.0642 -4.0938 3.9693 0.0 0.0 0.0
H 1.6708 -0.8204 -7.4877 0.0 0.0 0.0
H -1.2231 0.8098 -3.8262 0.0 0.0 0.0
H -0.0741 0.8689 -7.9625 0.0 0.0 0.0
H -3.3091 -4.9774 1.2660 0.0 0.0 0.0
H 0.8827 4.6892 -1.1021 -0.1 0.0 0.0
H 1.7482 -3.6802 -3.3843 0.0 0.0 0.0
H -2.9993 -4.4785 -2.2673 0.0 0.0 0.0
H 1.9543 -6.1107 2.3491 0.0 0.0 0.0
H -2.7235 -3.7812 0.0957 0.0 -0.1 0.1
H 2.2902 -2.1540 4.0453 0.0 0.0 0.0
H -6.3022 3.0595 -0.9554 0.0 0.0 0.0
H 0.4617 -6.5098 0.5480 0.0 0.0 0.0
H -1.6076 -5.7433 3.6053 0.0 0.0 0.0
H 7.3885 -0.5951 -2.7839 0.0 0.0 0.0
H -6.1262 0.5626 -0.7561 0.0 0.0 0.0
H 2.1035 3.2392 -4.9552 0.0 0.0 0.0
H 1.1402 5.0368 -3.5425 0.0 0.0 0.0
H 4.9530 -0.5605 -3.0776 0.0 0.0 0.0
H 2.9175 -5.8153 0.8950 0.0 0.0 0.0
H -1.0902 -7.0800 1.1920 0.0 0.0 0.0
H 3.6750 -5.7339 2.4968 0.0 0.0 0.0
H -1.5621 -6.3546 -2.9976 0.0 0.0 0.0
H 1.4514 -3.6678 4.3540 0.0 0.0 0.0
H 4.8496 -3.0420 1.9511 0.0 0.0 0.0
H 0.8130 -5.9499 -3.5492 0.0 0.0 0.0
H 2.8258 1.1319 -3.9331 0.0 0.0 0.0

97
Properties=species:S:1:pos:R:3:forces:R:3 method="wB97M-V/def2-TZVPD" homo_lumo_gap_ev=7.902 e_homo_ev=-10.91 total_charge=+1 max_force_ha_per_bohr=0.0192 e_tot_ev=-83017.4825 mol_weight_g_mol=962.74 de_lowest_kcal_mol=4.20
Bi -0.0851 0.1517 -0.4419 -0.3 -0.9 0.3
P -2.6917 -1.3340 1.8827 -0.4 -0.2 0.4
F 2.6286 -3.6887 0.5000 0.0 -0.1 -0.1
F 1.0476 -4.9606 -0.2637 0.0 0.0 0.0
F 2.7254 -4.4367 -1.5319 -0.1 0.0 0.1
O -3.4907 -0.5933 -2.9430 0.2 0.0 0.1
O -1.5264 -0.8041 -1.8852 0.1 0.5 0.0
O 0.8366 -2.6832 -2.2824 0.1 0.2 0.2
O -1.3724 -0.7358 1.4535 0.1 0.1 -0.5
O 0.8462 -1.9028 -0.1537 -0.3 0.4 -0.2
N -4.0239 -0.3362 1.7687 0.5 0.1 0.1
N -2.6112 -1.6729 3.4993 0.0 0.1 -0.1
N 1.9972 0.6069 0.9062 0.1 0.0 0.2
N -0.1580 2.1232 1.8352 0.0 0.0 0.0
N 2.0793 0.1130 -1.8345 0.3 -0.2 -0.2
N -3.0684 -2.6748 1.0294 0.0 0.2 -0.3
N -1.1171 1.8849 -2.1161 0.0 0.1 0.0
C -1.6019 2.7332 3.6343 0.1 0.1 0.0
C 1.9319 0.9630 2.1969 0.2 0.0 -0.1
C 1.1153 -2.7345 -1.1061 -0.1 -0.2 0.0
C 3.2093 -0.8841 -3.6980 0.0 0.0 -0.1
C -1.2640 2.7231 2.2811 0.1 0.1 -0.1
C -4.4206 -3.2753 1.0847 0.0 0.0 0.0
C 3.1400 -0.2408 -1.0561 -0.2 0.0 -0.1
C 0.6574 1.5313 2.7227 -0.1 -0.1 -0.1
C -1.8873 -3.1265 5.2181 -0.1 0.0 0.0
C -2.4556 -0.1353 -2.5027 -0.2 0.0 0.0
C -3.8076 -2.0678 4.2854 0.1 -0.1 0.0
C -5.4135 1.2086 0.6428 0.0 0.0 0.1
C 3.0477 0.8640 3.0194 -0.1 0.0 0.0
C -3.0729 2.1253 -3.4511 0.0 -0.1 0.0
C -5.2836 1.6375 2.1234 0.0 -0.1 0.0
C -2.2055 1.3613 -2.6853 0.1 0.0 0.0
C 2.1264 -0.1976 -3.1445 0.0 -0.1 0.2
C 4.2056 -0.9590 -1.5526 0.1 -0.1 0.0
C -4.4417 -4.2651 -0.0839 0.1 0.0 -0.1
C -2.1623 3.4058 1.2893 0.1 0.0 0.0
C -2.7791 3.4637 -3.6486 0.0 0.0 0.0
C 3.1386 0.1470 0.3829 -0.1 0.1 0.1
C 0.3553 1.4544 4.0719 0.1 -0.1 0.1
C -4.2838 0.2010 0.4246 -0.1 0.0 0.0
C -2.3071 -3.2104 -0.1207 -0.1 -0.2 0.2
C -3.3965 -3.7100 -1.0558 -0.1 0.0 0.1
C 1.0072 0.1480 -4.0702 -0.1 -0.1 0.1
C -1.6339 4.0014 -3.0736 0.0 0.0 0.0
C -3.3860 -3.3480 5.0023 0.1 0.0 0.0
C -0.8336 3.1781 -2.3061 0.0 -0.1 0.1
C 4.2922 0.0553 1.1516 0.0 0.0 0.0
C 1.8956 -3.9767 -0.5883 0.1 0.1 -0.1
C -1.4523 -2.5109 3.8955 0.0 0.1 0.0
C -4.1118 0.8201 2.6858 -0.2 -0.1 -0.2
C 4.2396 -1.2953 -2.8982 0.1 -0.1 0.0
C 4.2361 0.4092 2.4840 0.1 0.0 0.1
C -0.7970 2.0698 4.5342 -0.1 0.0 0.0
H -5.1852 -2.5045 0.9638 0.0 0.0 0.0
H -1.7302 -2.4174 6.0341 0.0 0.0 0.0
H 3.1877 -1.1249 -4.7526 0.0 0.0 0.0
H -3.1604 2.9610 1.2937 0.1 0.1 0.0
H -3.0223 -4.4628 -1.7479 0.0 0.0 0.0
H -4.5377 -0.5911 -0.2792 0.0 0.0 0.0
H -3.4318 4.0823 -4.2522 0.0 0.0 0.0
H 0.9876 0.9037 4.7545 0.0 0.0 0.0
H 5.1242 0.3506 3.1003 0.0 0.0 0.0
H -3.7997 -2.8727 -1.6313 0.0 0.0 0.0
H -2.5037 3.2400 3.9549 0.0 0.0 0.0
H -4.6849 -2.1970 3.6525 0.0 0.0 0.0
H 0.4610 -0.7621 -4.3323 0.0 0.0 0.1
H -1.6638 -4.0336 0.2039 0.0 0.0 0.0
H 5.2266 -0.2676 0.7205 0.0 0.0 0.0
H 5.0026 -1.2838 -0.9023 0.0 0.0 0.0
H -4.2918 0.4921 3.7055 0.0 -0.1 0.0
H -1.0588 2.0296 5.5840 0.0 0.0 0.0
H -5.1040 2.7071 2.2322 0.0 0.0 0.0
H 2.9980 1.1771 4.0505 0.0 0.0 0.0
H -1.7494 3.3319 0.2892 0.0 0.0 -0.1
H 0.0698 3.5479 -1.8319 0.0 0.0 0.0
H -3.9422 1.6428 -3.8767 0.0 0.0 0.0
H -5.3258 2.0486 -0.0458 0.0 0.0 0.0
H -2.2699 4.4604 1.5489 0.0 0.0 0.0
H -4.0332 -1.2945 5.0242 0.0 0.1 0.0
H -3.1812 1.3949 2.6770 -0.3 -0.2 0.0
H 1.4109 0.5780 -4.9864 0.0 0.0 0.0
H 0.3229 0.8511 -3.6250 -0.2 0.2 0.1
H -1.6959 -2.4450 -0.5680 0.1 0.0 -0.1
H -5.4349 -4.3442 -0.5228 0.0 0.0 0.0
H -1.2716 -3.2997 3.1546 0.0 0.0 0.0
H -4.1433 -5.2578 0.2575 0.0 0.0 0.0
H -6.1970 1.4084 2.6700 0.0 0.0 0.0
H -3.5466 -4.2201 4.3631 0.0 0.0 0.0
H -3.9369 -3.4933 5.9298 0.0 0.0 0.0
H -3.3933 0.7218 0.0372 0.0 0.0 0.0
H 5.0576 -1.8804 -3.2988 0.0 0.0 0.0
H -4.5958 -3.7738 2.0401 0.0 0.0 0.0
H -0.5494 -1.9053 3.9704 0.0 0.0 0.0
H -1.3407 -4.0405 5.4442 0.0 0.0 0.0
H -1.3661 5.0392 -3.2183 0.0 0.0 0.0
H -6.3767 0.7347 0.4621 0.0 0.0 0.0

103
Properties=species:S:1:pos:R:3:forces:R:3 method="wB97M-V/def2-TZVPD" homo_lumo_gap_ev=6.114 e_homo_ev=-12.13 total_charge=+2 max_force_ha_per_bohr=0.0786 e_tot_ev=-178022.4814 mol_weight_g_mol=1133.75 de_lowest_kcal_mol=114.25
Ta -0.5787 0.4700 -0.4830 2.3 0.2 -3.4
Br -0.9448 -3.0138 -5.2086 -0.1 0.0 0.0
S -2.1437 1.3706 1.6374 -1.5 0.9 2.0
S -1.9039 -1.1002 2.3897 0.3 -0.2 0.2
P -0.9411 3.1243 -2.6787 0.2 0.3 -0.5
F -4.0728 3.1548 1.8556 0.0 -0.1 -0.1
F -2.0716 3.9144 2.2060 0.0 -0.1 0.0
F -0.3947 -2.6319 3.9190 0.0 -0.1 -0.2
F 0.2210 -0.5570 3.7509 -0.1 -0.1 0.2
F -1.5007 -1.0993 4.9610 0.0 0.0 0.0
F -3.0423 2.6976 3.6962 0.0 0.0 0.0
O -0.9706 -0.8909 1.2655 0.3 -0.4 -0.2
O -2.7130 1.0474 0.3343 0.1 -0.1 -0.6
O -2.8357 -2.1505 2.2619 -0.2 0.0 0.2
O -0.7272 1.7113 1.4412 0.4 -0.2 -0.6
N -1.4977 -0.9559 -1.6159 0.2 0.5 0.5
N -0.7265 1.9018 -1.6497 -0.4 -0.6 1.5
N 2.4522 2.3487 -1.6165 -0.1 -0.1 -0.2
N 1.8275 1.5262 0.5224 -0.7 0.0 -0.1
N 0.5070 -2.0519 -2.4145 -0.2 0.0 0.0
N 0.9665 -2.1271 -0.1236 -0.3 -0.1 0.0
N -2.4727 0.3390 2.7437 -0.2 0.1 -0.1
N 1.2094 0.1410 -1.7404 -0.3 -0.2 0.2
C 0.6926 5.2507 -3.5585 0.0 0.0 -0.1
C 0.4848 4.8880 -1.0913 0.0 0.0 0.0
C 0.7347 -4.1307 1.1579 0.0 0.1 0.0
C -2.9071 2.9076 2.4092 -0.1 0.2 0.3
C -1.0924 2.4043 -4.4238 0.0 0.2 0.3
C 1.9623 3.4643 -2.5525 -0.2 0.2 -0.1
C -2.4831 4.1251 -2.2139 0.2 -0.2 -0.1
C -0.8224 -1.3918 3.8763 0.2 0.2 0.0
C -3.6860 3.2476 -2.5949 0.0 0.0 0.0
C 3.0763 0.4117 -3.0157 -0.1 0.0 0.1
C -2.5755 -1.6632 -1.1017 -0.5 -0.3 0.4
C 0.1814 -4.1325 -1.1698 0.0 -0.1 0.0
C -2.1067 1.2388 -4.3798 0.0 0.0 0.0
C 4.2382 0.8574 -3.6942 0.1 0.0 -0.1
C 1.4274 -0.9999 -2.4507 -0.1 0.0 -0.1
C 0.2578 -4.8012 0.0377 0.0 0.0 -0.1
C -2.5176 4.3170 -0.6971 -0.1 0.1 0.0
C 0.2790 1.8383 -4.8143 0.0 0.0 0.0
C -2.6039 5.4820 -2.9082 0.0 0.0 -0.1
C 1.9984 1.4954 1.8456 0.1 0.0 0.2
C -0.8370 -1.5423 -2.7992 0.4 0.0 0.0
C 2.7110 2.4605 2.5366 0.0 0.0 0.0
C 0.6070 4.1874 -2.4501 -0.3 -0.2 0.1
C 1.0841 -2.8022 1.0230 0.1 -0.1 0.0
C 2.5504 -0.8895 -3.2602 0.1 0.3 0.1
C -1.6286 -2.6009 -3.5051 -0.2 0.0 0.1
C -3.1502 -2.7270 -1.6793 0.1 0.1 0.1
C 4.3081 -1.2998 -4.8189 -0.1 -0.2 0.0
C 3.1926 -1.7522 -4.1795 0.0 -0.1 -0.1
C 3.1369 3.5191 0.4417 0.1 0.1 -0.1
C 3.2673 3.5088 1.8230 -0.1 0.0 0.0
C 2.4111 2.5031 -0.1464 0.2 -0.1 0.4
C 4.8286 0.0021 -4.5790 0.0 0.2 0.1
C -1.5316 3.4420 -5.4583 0.0 0.0 0.0
C 0.5475 -2.7929 -1.1994 0.2 0.0 0.1
C -2.6927 -3.1926 -2.9670 0.2 0.1 -0.2
C 2.2122 0.9910 -2.0977 0.0 -0.1 -0.1
H -1.9938 5.2065 -0.3602 0.0 0.0 0.0
H -0.8591 4.2974 -5.5130 0.0 0.0 -0.1
H 2.0825 3.0113 -3.5305 0.1 0.0 0.1
H 3.6178 4.2884 -0.1494 0.0 0.0 0.0
H -3.6167 2.2558 -2.1442 -0.1 0.0 -0.1
H 1.0045 4.8233 -4.5120 0.0 0.0 0.0
H -3.2284 -3.9767 -3.4841 0.0 0.0 0.0
H -3.5877 5.8915 -2.6708 0.0 0.0 0.0
H -0.2644 5.7458 -3.7039 0.1 0.0 0.0
H 1.0012 2.6233 -5.0421 0.0 0.0 0.0
H -0.6178 -0.7413 -3.5046 0.0 -0.1 0.0
H -0.0195 -5.8450 0.1030 0.0 0.0 0.0
H -1.5340 2.9625 -6.4392 0.0 0.0 0.0
H -2.5428 3.8036 -5.2773 0.0 0.0 0.0
H -3.5565 4.4192 -0.3873 0.0 0.0 0.0
H 5.7162 0.3155 -5.1126 0.0 0.0 0.0
H 3.4577 2.4026 -1.8106 0.0 0.0 0.1
H 0.2656 4.1864 -0.2859 0.0 0.1 0.1
H -0.2934 5.6461 -1.1202 0.1 0.0 0.0
H 1.4178 6.0204 -3.2865 0.0 0.0 0.1
H -3.9844 -3.2149 -1.1975 0.0 0.1 0.0
H -2.1437 0.7620 -3.4013 -0.1 -0.1 0.0
H -4.5913 3.7237 -2.2161 0.0 0.0 0.1
H 2.7040 4.2619 -2.4563 0.0 0.0 0.1
H -2.9910 -1.2798 -0.1844 -0.1 0.0 0.0
H 3.8219 4.2920 2.3213 0.0 0.0 0.0
H -2.0916 3.4536 -0.2007 0.0 0.0 0.1
H -3.8056 3.1556 -3.6707 0.0 0.0 0.0
H -0.1314 -4.6330 -2.0746 0.0 0.0 0.0
H 4.6527 1.8496 -3.5289 0.1 0.0 -0.1
H 2.7914 -2.7411 -4.3612 0.0 0.0 0.0
H 1.4144 5.4112 -0.8605 0.1 0.0 0.0
H 0.8267 -4.6272 2.1134 0.1 0.0 0.0
H 1.5570 0.6534 2.3602 -0.1 0.1 0.0
H 0.6777 1.1786 -4.0406 0.1 0.0 -0.1
H 2.8348 2.3860 3.6076 0.0 0.0 0.0
H -1.8674 6.2040 -2.5561 0.0 0.0 0.0
H 0.1702 1.2541 -5.7292 -0.1 0.0 0.0
H -2.5393 5.4072 -3.9927 0.0 0.1 0.1
H 1.4843 -2.2430 1.8618 -0.1 0.0 0.0
H 4.8221 -1.9380 -5.5247 0.0 0.0 0.0
H -1.8170 0.4874 -5.1166 0.1 0.0 0.0
H -3.1089 1.5616 -4.6465 0.0 0.0 0.1